# 1
# C5H6O

C5H6O in the gas phase at a distorted geometry (the ωB97M-V functional and the def2-TZVPD basis, the OMol25 dataset).

XYZ file:
```
12
Properties=species:S:1:pos:R:3:forces:R:3
H -0.90043 1.02708 1.20228 0.01 -0.09 -0.21
H -0.79429 1.64867 -0.44679 -0.03 -0.16 0.09
C -0.94113 -0.51774 -0.29976 -0.37 -0.21 -0.05
H 0.57766 -1.94076 -0.74409 0.04 0.29 -0.04
C 2.18051 0.33205 0.91372 -0.69 -1.00 -0.34
C 0.48363 -0.84725 -0.75175 -0.11 -0.05 -0.12
H 0.60182 -0.50156 -1.78639 -0.04 -0.04 0.08
C 1.46566 -0.22030 0.11376 0.63 0.54 0.62
O -1.78431 -1.38244 -0.34738 0.18 0.23 0.01
H 2.72489 0.53615 1.79877 0.32 0.45 -0.03
C -1.26374 0.88104 0.17797 -0.09 -0.03 -0.02
H -2.35026 0.98505 0.16967 0.16 0.07 0.00
```
Positions in Å, forces in eV/Å.

## Properties
ΔE to the lowest compared entry with this formula, charge and spin	1.6504	eV
SMILES string	C#CCC(C)=O
lowest unoccupied orbital energy	0.9	eV
total charge	0
E_tot	-269.28559	Eh


# 2
# C5H6O

C5H6O in the gas phase at a distorted geometry (the ωB97M-V functional and the def2-TZVPD basis, the OMol25 dataset).

XYZ file:
```
12
Properties=species:S:1:pos:R:3:forces:R:3
H 0.10942 1.21875 0.51081 -0.67 -0.36 0.23
H 0.02309 -1.62476 -0.48725 -1.47 -1.72 -0.95
O 2.56597 0.13962 -0.70203 0.74 1.15 -1.62
H -2.14068 0.03873 -0.88458 -0.89 -1.20 -3.35
C 1.74255 -0.61826 0.16254 -1.69 -1.66 0.60
H -2.38386 -0.09748 0.64295 -1.88 -0.80 2.34
C 2.28689 0.73834 0.39129 0.90 0.15 0.68
C 0.24988 -0.67577 -0.15414 2.75 0.58 1.38
H 2.25821 -1.56587 0.43642 -0.54 0.91 0.26
C -1.93076 0.52886 -0.02849 1.01 1.99 0.62
H -2.28067 1.56998 -0.08703 0.07 -0.57 0.41
C -0.50004 0.34786 0.19949 1.67 1.52 -0.60
```
Positions in Å, forces in eV/Å.

## Properties
ΔE to the lowest compared entry with this formula, charge and spin	4.4923	eV
lowest unoccupied orbital energy	0.8	eV
total charge	0
E_tot	-269.18115	Eh


# 3
# C5H6O

C5H6O as an isolated structure at a distorted geometry (the ωB97M-V functional and the def2-TZVPD basis, the OMol25 dataset).

XYZ file:
```
12
Properties=species:S:1:pos:R:3:forces:R:3
H 0.69559 1.88757 -0.37811 -0.19 -0.04 0.30
O -1.24216 -0.87786 -0.56568 0.02 0.51 -0.39
C 0.33143 0.89643 -0.12503 0.15 0.11 -0.36
H -0.61968 1.00824 2.00206 0.22 -0.89 -0.41
C -0.42524 0.41645 1.08528 0.04 -0.60 -0.13
C -0.08346 -1.19027 0.12059 0.18 0.15 0.90
H 1.92376 -0.51372 0.27462 -0.01 0.19 -0.17
H 0.05837 -2.28653 0.19726 -0.26 0.69 0.67
C 1.08067 -0.37223 -0.40834 0.09 0.02 -0.14
H -1.95986 1.11460 -0.56107 0.13 0.09 0.23
H 1.38903 -0.57795 -1.44007 -0.11 -0.10 0.04
C -1.14845 0.49527 -0.20150 -0.26 -0.13 -0.55
```
Positions in Å, forces in eV/Å.

## Properties
ΔE to the lowest compared entry with this formula, charge and spin	3.8177	eV
lowest unoccupied orbital energy	1.1	eV
total charge	0
E_tot	-269.20594	Eh


# 4
# C5H6O

C5H6O in the gas phase (the ωB97M-V functional and the def2-TZVPD basis, the OMol25 dataset).

XYZ file:
```
12
Properties=species:S:1:pos:R:3:forces:R:3
H -1.06085 0.24765 -1.45180 0.12 -0.06 0.10
C -0.36531 -0.40348 1.36223 -0.02 -0.09 0.08
H 0.41143 1.63889 0.81813 -0.09 -0.13 -0.01
H 1.87590 0.34751 -0.51790 -0.04 -0.05 -0.09
C -0.31262 0.08615 -0.67033 -0.05 0.03 -0.21
C -0.44037 -1.12380 0.24120 0.02 -0.13 0.09
H -0.30211 -0.66315 2.41413 -0.11 0.03 -0.13
C -0.40240 0.92557 0.64045 0.04 0.19 0.07
H -1.35889 1.44869 0.73812 0.15 -0.05 -0.04
C 1.08435 0.04194 -1.24001 0.05 -0.13 -0.32
H -0.49560 -2.18222 0.00570 0.06 0.15 0.09
O 1.36645 -0.36376 -2.33992 -0.13 0.25 0.36
```
Positions in Å, forces in eV/Å.

## Properties
ΔE to the lowest compared entry with this formula, charge and spin	1.6172	eV
SMILES string	O=C[C@H]1C=CC1
lowest unoccupied orbital energy	1.0	eV
total charge	0
E_tot	-269.28681	Eh


| no. | HOMO energy (eV) |
| --- | --- |
| 1 | -9.68 |
| 2 | -9.13 |
| 3 | -9.36 |
| 4 | -9.60 |